No. 1
Computed, not measured: 9 unconnected molecules or ions with the total composition C20H62BF4N5O8 at a distorted geometry, with ωB97M-V/def2-TZVPD.

ORCA input file:
```
! RIJCOSX wB97M-V def2-TZVPD def2/J DEFGRID3
* xyz 0 1
O 2.684 -2.709 -3.664
H 2.208 -2.224 -2.986
H 3.435 -3.155 -3.266
H 2.989 -2.134 -4.370
B -0.908 0.411 -1.994
F 0.224 1.016 -1.471
F -1.931 0.687 -1.048
F -1.087 0.820 -3.311
F -0.767 -0.927 -2.045
C 7.395 7.043 1.506
C 6.138 6.399 0.876
C 6.183 4.799 0.818
O 7.165 4.526 -0.156
C 6.677 4.591 -1.498
N 5.049 6.822 1.701
H 7.351 8.063 1.886
H 8.273 6.967 0.864
H 7.689 6.417 2.349
H 5.998 6.890 -0.087
H 5.224 4.297 0.691
H 6.415 4.350 1.783
H 6.436 5.647 -1.617
H 5.799 3.964 -1.655
H 7.433 4.440 -2.269
H 4.196 6.921 1.170
H 5.149 7.782 1.997
C 0.932 2.537 5.066
C -0.304 2.499 5.865
C -1.552 2.316 4.965
O -2.741 2.550 5.672
C -3.443 3.769 5.243
N -0.211 1.365 6.665
H 1.769 2.672 5.751
H 0.863 3.451 4.476
H 1.038 1.716 4.357
H -0.559 3.390 6.439
H -1.619 1.334 4.496
H -1.412 2.947 4.088
H -2.942 4.704 5.493
H -4.367 3.676 5.814
H -3.735 3.716 4.194
H -1.072 1.373 7.194
H -0.331 0.555 6.073
C -7.664 -3.839 1.731
C -7.905 -2.375 1.929
C -8.743 -2.038 3.127
O -9.201 -0.681 3.140
C -9.153 -0.087 4.419
N -6.613 -1.813 2.189
H -7.073 -4.088 0.850
H -8.601 -4.385 1.618
H -7.194 -4.271 2.614
H -8.374 -1.862 1.089
H -8.353 -2.409 4.075
H -9.645 -2.644 3.042
H -9.817 -0.437 5.208
H -9.389 0.964 4.246
H -8.126 -0.092 4.784
H -6.142 -1.691 1.304
H -6.717 -0.881 2.564
C 4.285 -2.848 1.570
C 5.676 -2.498 0.970
C 6.841 -2.188 2.030
O 8.114 -1.848 1.410
C 9.090 -1.243 2.180
N 6.032 -3.563 0.089
H 3.751 -3.772 1.345
H 3.598 -2.021 1.750
H 4.615 -3.090 2.580
H 5.539 -1.536 0.477
H 7.052 -3.100 2.589
H 6.530 -1.317 2.606
H 8.913 -0.202 2.451
H 10.001 -1.218 1.583
H 9.252 -1.864 3.061
H 7.031 -3.623 -0.052
H 5.860 -4.382 0.654
C -2.382 -5.841 -6.675
C -2.950 -4.732 -7.582
C -4.332 -4.483 -7.267
O -5.213 -5.585 -7.494
C -5.073 -6.362 -8.751
N -2.233 -3.400 -7.374
H -2.866 -6.811 -6.554
H -2.272 -5.430 -5.672
H -1.422 -6.137 -7.097
H -2.750 -5.031 -8.611
H -4.754 -3.552 -7.648
H -4.252 -4.282 -6.199
H -5.976 -6.960 -8.877
H -4.223 -7.044 -8.761
H -4.968 -5.736 -9.637
H -2.755 -2.636 -7.780
H -2.475 -3.093 -6.443
O -3.625 3.098 -7.403
H -3.112 2.666 -6.720
H -2.972 3.423 -8.024
O 0.310 5.217 -0.183
H -0.002 4.519 -0.758
H 1.095 4.856 0.230
*
```

The value obtained for the total energy is -57118.55250 eV.

Here are the Löwdin charges for atoms 1 to 99, given in e: 0.41, 0.20, 0.19, 0.19, -1.36, 0.09, 0.07, 0.09, 0.13, -0.06, -0.42, -0.18, -0.20, -0.09, 0.01, 0.07, 0.07, 0.07, 0.11, 0.11, 0.12, 0.07, 0.09, 0.09, 0.07, 0.06, -0.08, -0.50, -0.24, -0.19, -0.07, 0.03, 0.08, 0.08, 0.09, 0.15, 0.13, 0.12, 0.08, 0.08, 0.09, 0.07, 0.08, -0.07, -0.48, -0.22, -0.17, -0.12, 0.03, 0.08, 0.07, 0.08, 0.14, 0.13, 0.12, 0.08, 0.09, 0.08, 0.08, 0.07, -0.06, -0.44, -0.14, -0.22, -0.14, 0.02, 0.07, 0.08, 0.06, 0.12, 0.12, 0.12, 0.09, 0.09, 0.09, 0.07, 0.07, -0.05, -0.45, -0.26, -0.17, -0.07, 0.04, 0.08, 0.08, 0.07, 0.13, 0.13, 0.13, 0.08, 0.07, 0.08, 0.06, 0.06, -0.05, 0.03, 0.02, -0.06, 0.03

---

No. 2
Computed, not measured: a molecular structure, C20H63B2N5O6V at a distorted geometry, with ωB97M-V/def2-TZVPD.

ORCA input file:
```
! RIJCOSX wB97M-V def2-TZVPD def2/J DEFGRID3
* xyz 1 3
O -0.371 2.544 -2.136
V 0.690 1.946 -1.121
B 2.562 1.358 0.158
H 3.048 1.036 1.066
H 3.270 1.776 -0.541
H 1.993 0.529 -0.232
H 1.937 2.195 0.428
B -0.770 0.276 -0.375
H -1.093 -0.655 0.065
H -0.170 0.100 -1.254
H -1.638 0.853 -0.655
H -0.162 0.797 0.348
C 2.551 -2.742 1.357
C 1.118 -2.354 0.977
C 0.111 -3.425 1.257
O 0.273 -4.662 0.536
C -0.719 -5.615 0.779
N 0.963 -1.040 1.604
H 2.415 -3.522 2.106
H 3.230 -2.015 1.803
H 3.110 -3.189 0.535
H 1.099 -2.097 -0.082
H -0.883 -2.983 1.178
H 0.157 -3.686 2.314
H -1.652 -5.055 0.707
H -0.586 -6.223 1.674
H -0.562 -6.291 -0.061
H 0.247 -0.701 0.978
H 1.714 -0.466 1.248
C 0.764 -0.271 -4.181
C 1.982 -0.277 -3.191
C 3.307 -0.864 -3.883
O 4.386 -0.788 -2.909
C 4.274 -1.727 -1.843
N 2.056 1.127 -2.736
H -0.098 0.172 -3.683
H 0.540 -1.293 -4.485
H 0.904 0.294 -5.102
H 1.716 -0.893 -2.332
H 3.481 -0.301 -4.799
H 3.273 -1.928 -4.120
H 5.236 -1.830 -1.342
H 3.947 -2.704 -2.200
H 3.566 -1.332 -1.114
H 2.944 1.297 -2.286
H 2.094 1.622 -3.615
C -1.078 5.303 -0.855
C -1.195 4.386 0.390
C -2.532 3.577 0.389
O -3.656 4.361 0.736
C -3.773 4.641 2.153
N -0.080 3.435 0.505
H -1.107 4.623 -1.706
H -0.120 5.811 -0.965
H -1.874 6.046 -0.914
H -1.133 4.955 1.317
H -2.477 2.739 1.084
H -2.817 3.092 -0.545
H -4.542 3.964 2.524
H -4.066 5.672 2.352
H -2.793 4.469 2.599
H 0.077 3.057 1.428
H 0.643 4.134 0.595
C -3.428 -4.062 -1.837
C -2.302 -3.162 -1.486
C -1.712 -2.487 -2.743
O -1.047 -3.374 -3.567
C 0.127 -3.891 -2.969
N -2.871 -2.158 -0.642
H -4.157 -3.644 -2.531
H -3.902 -4.471 -0.944
H -2.957 -4.909 -2.335
H -1.542 -3.754 -0.975
H -0.998 -1.693 -2.525
H -2.494 -1.998 -3.324
H 0.841 -3.095 -2.762
H 0.571 -4.601 -3.667
H 0.007 -4.520 -2.086
H -2.119 -1.586 -0.285
H -3.401 -1.615 -1.310
C -2.053 1.507 4.250
C -0.758 1.135 3.520
C 0.459 2.114 3.819
O 0.277 3.404 3.355
C 1.436 4.199 3.519
N -0.328 -0.177 3.955
H -1.986 1.310 5.320
H -2.851 0.832 3.942
H -2.480 2.496 4.084
H -0.979 1.077 2.454
H 1.360 1.739 3.333
H 0.658 2.171 4.889
H 1.956 3.946 4.443
H 1.138 5.248 3.500
H 2.116 3.988 2.693
H 0.553 -0.319 3.482
H -0.864 -0.905 3.504
*
```

The expectation value of S² is 2.03. The value obtained for the total energy is -68520.74524 eV.

Quick look at the Löwdin charges, all values in e: -0.27, 0.94, -0.38, 0.01, -0.01, -0.05, -0.05, -0.43, -0.01, -0.02, 0.00, -0.03, -0.03, -0.40, -0.18, -0.20, -0.10, 0.05, 0.08, 0.09, 0.07, 0.12, 0.11, 0.14, 0.08, 0.10, 0.10, -0.01, 0.02, -0.04, -0.35, -0.11, -0.20, -0.09, 0.01, 0.07, 0.07, 0.09, 0.10, 0.13, 0.12, 0.10, 0.09, 0.06, 0.06, 0.11, -0.02, -0.34, -0.19, -0.19, -0.06, 0.03, 0.05, 0.08, 0.09, 0.13, 0.11, 0.13, 0.09, 0.09, 0.07, 0.06, 0.10, -0.02, -0.38, -0.16, -0.09, -0.04, 0.30, 0.11, 0.10, 0.11, 0.11, 0.11, 0.16, 0.09, 0.11, 0.09, 0.05, 0.15, -0.05, -0.41, -0.19, -0.23, -0.08, 0.03, 0.08, 0.07, 0.06, 0.10, 0.12, 0.13, 0.10, 0.10, 0.09, 0.03, 0.06

---

No. 3
Computed, not measured: 10 unconnected molecules or ions with the total composition C20H63N3O11 at a distorted geometry, with ωB97M-V/def2-TZVPD.

ORCA input file:
```
! RIJCOSX wB97M-V def2-TZVPD def2/J DEFGRID3
* xyz 0 1
C 5.173 8.186 27.763
O 6.201 9.165 27.715
C 6.457 9.673 29.009
C 7.631 10.653 28.888
C 7.964 11.130 30.331
N 7.284 11.825 28.118
H 4.258 8.706 28.087
H 5.441 7.453 28.527
H 4.892 7.740 26.814
H 5.578 10.269 29.311
H 6.533 8.861 29.742
H 8.516 10.181 28.454
H 8.409 10.273 30.844
H 7.075 11.587 30.759
H 8.770 11.865 30.280
H 6.572 11.568 27.428
H 6.819 12.545 28.661
C 13.057 17.246 22.766
O 11.959 18.023 22.328
C 11.203 18.448 23.442
C 9.931 19.152 22.959
C 9.246 19.911 24.110
N 8.921 18.152 22.541
H 13.818 17.881 23.217
H 13.454 16.732 21.889
H 12.767 16.418 23.420
H 10.871 17.575 24.014
H 11.745 19.125 24.115
H 10.030 19.906 22.176
H 9.894 20.689 24.528
H 9.153 19.174 24.916
H 8.321 20.398 23.822
H 9.285 17.433 21.924
H 8.758 17.694 23.439
C 5.408 20.876 23.471
O 4.711 19.717 23.136
C 5.410 18.823 22.260
C 4.575 17.615 21.888
C 5.329 16.764 20.867
N 3.243 17.969 21.425
H 6.066 20.770 24.344
H 4.714 21.703 23.604
H 6.130 21.144 22.684
H 5.612 19.474 21.402
H 6.329 18.441 22.707
H 4.480 17.016 22.810
H 4.864 15.828 20.563
H 6.313 16.575 21.307
H 5.471 17.341 19.949
H 2.872 18.690 22.039
H 2.575 17.211 21.462
O 7.450 16.948 25.015
C 7.380 17.048 26.437
C 6.138 16.328 26.969
O 6.445 14.950 27.119
H 6.899 16.170 24.848
H 8.314 16.752 26.920
H 7.295 18.110 26.704
H 5.154 16.385 26.485
H 5.722 16.780 27.888
H 6.964 14.878 27.936
C 4.013 12.870 26.968
O 4.845 12.113 26.103
H 3.866 13.815 26.425
H 3.067 12.389 27.193
H 4.545 13.229 27.857
H 5.471 12.642 25.600
C 10.551 18.889 27.603
O 11.545 19.218 28.555
H 9.816 18.200 28.032
H 10.072 19.821 27.308
H 11.012 18.432 26.717
H 12.035 18.432 28.810
C 6.323 20.175 29.139
O 7.608 20.125 28.527
H 6.156 21.209 29.454
H 5.515 19.759 28.529
H 6.294 19.567 30.045
H 7.570 20.753 27.800
C 8.868 14.790 29.389
O 7.505 14.673 29.798
H 9.475 14.668 30.290
H 9.168 14.048 28.645
H 9.123 15.765 28.969
H 7.482 14.272 30.666
C 3.984 19.077 26.068
O 2.916 18.797 25.168
H 4.890 18.588 25.694
H 4.207 20.143 26.155
H 3.698 18.657 27.030
H 3.267 19.010 24.290
C 7.502 13.875 22.859
O 7.113 13.939 24.227
H 6.576 13.793 22.286
H 7.977 14.811 22.553
H 8.105 12.998 22.626
H 7.788 13.568 24.804
*
```

The structure (SMILES) is COC[C@H](C)N.COC[C@H](C)N.COC[C@H](C)N.OCCO.CO.CO.CO.CO.CO.CO. The value obtained for the total energy is -48748.93781 eV.

Quick look at the Löwdin charges, all values in e: -0.10, -0.19, -0.22, -0.42, -0.06, 0.06, 0.09, 0.08, 0.09, 0.13, 0.12, 0.14, 0.08, 0.08, 0.06, 0.05, 0.05, -0.11, -0.17, -0.23, -0.40, -0.06, 0.04, 0.09, 0.09, 0.09, 0.12, 0.12, 0.14, 0.08, 0.06, 0.06, 0.07, 0.03, -0.12, -0.23, -0.17, -0.45, -0.06, 0.05, 0.08, 0.10, 0.09, 0.13, 0.10, 0.14, 0.07, 0.06, 0.08, 0.06, 0.08, -0.09, -0.21, -0.23, -0.08, 0.06, 0.10, 0.10, 0.12, 0.12, 0.03, -0.15, -0.14, 0.08, 0.08, 0.06, 0.05, -0.17, -0.11, 0.06, 0.07, 0.07, 0.07, -0.15, -0.13, 0.08, 0.06, 0.08, 0.07, -0.14, -0.13, 0.09, 0.08, 0.06, 0.08, -0.17, -0.12, 0.06, 0.07, 0.08, 0.03, -0.13, -0.13, 0.08, 0.07, 0.08, 0.09

---

No. 4
Computed, not measured: 12 unconnected molecules or ions with the total composition C20H64N6O12 at a distorted geometry, with ωB97M-V/def2-TZVPD.

ORCA input file:
```
! RIJCOSX wB97M-V def2-TZVPD def2/J DEFGRID3
* xyz 0 1
N 4.363 -0.790 -0.858
C 4.814 0.006 0.065
N 5.734 -0.494 0.787
O 4.499 1.321 0.181
H 3.627 -0.449 -1.534
H 4.569 -1.709 -0.965
H 6.196 0.102 1.508
H 6.145 -1.330 0.476
N -1.419 3.658 2.737
C -1.984 2.718 3.386
N -1.484 1.545 3.301
O -3.135 2.973 4.130
H -1.693 4.624 2.949
H -0.779 3.487 1.966
H -2.064 0.756 3.690
H -0.803 1.218 2.646
N -0.506 -1.713 2.393
C -1.176 -2.713 1.956
N -1.610 -3.394 2.915
O -1.348 -2.951 0.647
H -0.150 -1.123 1.678
H -0.310 -1.501 3.386
H -2.450 -3.923 2.617
H -1.459 -3.252 3.896
C 2.628 -2.402 3.825
C 3.378 -1.435 2.955
C 2.907 -0.020 3.170
O 4.606 -1.379 3.104
H 1.612 -2.407 3.396
H 2.579 -2.072 4.897
H 3.030 -3.364 3.798
H 3.188 -1.682 1.934
H 3.328 0.482 4.034
H 1.828 -0.041 3.349
H 3.206 0.559 2.284
H 5.009 -0.985 2.253
C -0.607 1.309 -2.428
C -1.774 1.143 -3.404
C -3.146 1.555 -2.886
O -1.604 1.744 -4.491
H 0.258 0.806 -2.805
H -0.942 0.806 -1.553
H -0.486 2.367 -2.113
H -1.766 0.048 -3.545
H -3.170 2.644 -2.878
H -3.231 1.266 -1.898
H -3.941 1.162 -3.545
H -1.351 2.637 -4.334
C 0.223 -2.509 -3.027
C 0.027 -3.461 -4.210
C -1.277 -4.241 -4.178
O 0.149 -2.917 -5.324
H -0.325 -1.609 -2.933
H 1.260 -2.309 -3.077
H 0.027 -3.094 -2.131
H 0.821 -4.161 -4.195
H -1.443 -4.718 -3.234
H -1.357 -4.906 -5.019
H -2.115 -3.643 -4.319
H -0.650 -2.416 -5.480
C -2.665 3.522 -0.050
C -4.007 3.135 0.522
C -4.866 4.358 0.812
O -4.706 2.322 -0.101
H -2.058 2.627 -0.107
H -2.203 4.342 0.477
H -2.714 3.805 -1.052
H -3.733 2.747 1.531
H -4.294 5.061 1.413
H -5.623 4.052 1.515
H -5.263 4.787 -0.046
H -4.346 1.439 -0.177
C 1.213 -4.789 1.730
O 1.444 -3.775 0.745
H 0.384 -5.354 1.250
H 0.917 -4.289 2.642
H 2.059 -5.371 2.043
H 0.628 -3.351 0.558
C 2.901 1.346 -2.912
O 2.560 0.008 -2.645
H 2.061 1.864 -3.448
H 3.768 1.344 -3.598
H 3.191 1.888 -1.985
H 2.218 -0.315 -3.481
C 1.109 -0.115 0.224
O 0.180 0.684 0.925
H 1.442 -0.962 0.805
H 1.915 0.445 -0.168
H 0.679 -0.458 -0.696
H 0.144 1.492 0.386
C 1.692 3.206 -0.011
O 0.317 3.310 0.266
H 2.154 4.158 0.156
H 1.840 2.976 -1.063
H 2.170 2.453 0.612
H -0.046 3.847 -0.417
C -2.902 -0.237 0.740
O -4.170 -0.313 0.128
H -2.070 -0.470 0.126
H -2.968 -0.805 1.620
H -2.606 0.745 1.050
H -4.197 -1.180 -0.263
*
```

The structure (SMILES) is NC(N)=O.NC(N)=O.NC(N)=O.CC(C)O.CC(C)O.CC(C)O.CC(C)O.CO.CO.CO.CO.CO. The value obtained for the total energy is -55281.47147 eV.

Here are the Löwdin charges for atoms 1 to 99, given in e: 0.22, -0.64, 0.16, -0.09, 0.08, 0.08, 0.18, 0.13, 0.18, -0.68, 0.18, -0.16, 0.14, 0.08, 0.15, 0.06, 0.20, -0.74, 0.19, -0.08, 0.05, 0.15, 0.16, 0.13, -0.02, -0.68, -0.03, -0.01, 0.04, 0.11, 0.06, 0.11, 0.09, 0.07, 0.07, 0.08, -0.02, -0.62, -0.01, 0.04, 0.05, 0.05, 0.09, 0.14, 0.08, 0.02, 0.11, 0.11, 0.00, -0.63, -0.03, 0.04, 0.05, 0.06, 0.08, 0.14, 0.08, 0.08, 0.06, 0.12, -0.06, -0.64, -0.01, 0.05, 0.06, 0.07, 0.05, 0.13, 0.08, 0.08, 0.06, 0.05, -0.14, -0.14, 0.10, 0.04, 0.07, -0.01, -0.14, -0.16, 0.09, 0.10, 0.07, 0.09, -0.13, -0.15, 0.07, 0.05, 0.07, 0.04, -0.10, -0.15, 0.09, 0.06, 0.08, 0.07, -0.14, -0.08, 0.06

---

Among the records above, which one has the lowest total energy? C20H63B2N5O6V

---

Among the records above, which one has the highest total energy? C20H63N3O11

---

Which of these has the highest total energy? C20H63N3O11